{
  "formula": "C4H8N2O",
  "method": "ωB97M-V with the def2-TZVPD basis set",
  "charge": 0,
  "de_lowest_ev": 5.971,
  "total_energy_ev": -9300.4221,
  "lumo_ev": [0.03, 0.03],
  "species": ["H", "C", "C", "N", "C", "H", "H", "C", "H", "H", "O", "N", "H", "H", "H"],
  "xyz": [[-0.4918, 0.9833, -1.8040], [1.9186, 0.1228, 0.2404], [-0.2482, 0.1207, -1.2042], [-2.1098, -0.5914, 0.2264], [-0.9284, -0.7479, -0.4372], [-1.7237, 1.5406, 1.7629], [-2.2069, -1.3647, 0.8962], [0.9950, -0.5796, -0.7392], [1.3353, 0.5640, 1.0534], [2.6360, -0.5947, 0.6550], [0.1353, -1.5219, 0.0014], [-1.3920, 0.9512, 0.9677], [1.5445, -1.0884, -1.5318], [-1.8489, 1.4014, 0.1813], [2.4819, 0.9143, -0.2657]],
  "forces_ev_per_a": [[0.098, -0.093, 0.103], [-0.031, 0.019, -0.056], [0.031, -0.296, -0.463], [0.549, 0.885, 0.743], [0.030, 0.452, -0.128], [-0.803, -1.223, 0.117], [0.119, 0.671, 0.269], [0.431, -0.109, -0.317], [0.049, -0.071, -0.173], [-0.144, 0.107, -0.084], [-0.078, -0.034, 0.118], [-0.548, -0.301, -0.144], [0.126, -0.165, 0.097], [0.259, 0.271, -0.107], [-0.089, -0.114, 0.024]]
}